[1]
Below is the molecule C3H9N3O in a non-equilibrium geometry, with properties calculated with ωB97M-V/def2-TZVPD.

Last column: Löwdin charge in e.
Element x y z (Å)
1 C -1.52 1.02 -0.85  -0.3169
2 H 0.72 -2.42 0.39  0.0104
3 H -2.38 0.84 1.04  0.1356
4 N 1.45 -2.06 -0.06  0.0229
5 H -1.47 1.48 -1.88  0.1128
6 H 2.51 -0.33 -0.28  0.1203
7 H -2.27 2.51 0.47  0.0950
8 H 2.15 -2.66 -0.15  0.0162
9 H 0.60 0.70 -1.30  0.1425
10 H -1.76 -0.07 -1.35  0.1534
11 N -0.06 0.83 -0.49  0.0341
12 C 1.76 -0.76 0.51  -0.1771
13 H 2.30 -0.81 1.52  0.1182
14 N -2.34 1.52 0.16  -0.0102
15 O -0.07 0.12 1.69  0.0370
16 C 0.38 0.11 0.57  -0.4942

SMILES string: NCNC(=O)CN
frontier orbital gap: 9.9639 eV
molecular weight: 103.1 g mol⁻¹

---

[2]
Below is a 16-piece molecular cluster, C16H32Cl32 overall in a non-equilibrium geometry, with properties calculated with ωB97M-V/def2-TZVPD.

Last column: Löwdin charge in e.
Element x y z (Å)
1 H 5.63 -6.74 -0.86  0.0247
2 H -5.14 1.36 -1.45  0.0476
3 C 5.03 -5.84 -0.82  -1.0108
4 Cl 3.72 3.72 -0.22  0.5349
5 Cl -6.51 5.24 -2.52  0.4562
6 Cl 2.32 1.32 -4.73  0.5263
7 C -3.93 0.31 2.62  -0.9905
8 C 3.38 -2.15 -3.51  -1.0457
9 C -1.69 -4.67 3.02  -0.9288
10 Cl -5.55 -2.41 -0.60  0.5068
11 H -3.99 -4.26 -0.77  0.0110
12 Cl -0.31 -8.61 -0.17  0.5152
13 Cl 5.59 -4.82 -2.18  0.4967
14 Cl -3.78 1.11 4.16  0.5414
15 Cl 2.45 -2.18 -2.00  0.4890
16 H -6.87 6.74 -0.70  0.0382
17 C 3.64 5.49 -0.12  -0.9363
18 H -3.25 -2.67 -0.20  -0.0281
19 H -0.61 -6.23 -0.09  -0.0074
20 H -4.96 0.30 2.27  0.0356
21 C 2.05 2.22 -3.21  -1.0570
22 C -6.48 6.87 -1.74  -0.9887
23 Cl -4.17 2.29 -3.47  0.5254
24 H -2.65 4.67 -1.51  -0.0135
25 C -0.10 -0.66 0.27  -1.0493
26 H 2.85 1.97 -2.54  -0.0128
27 Cl -3.34 -1.41 2.71  0.4478
28 Cl -0.43 0.57 1.44  0.5263
29 Cl 6.03 1.02 2.30  0.4794
30 C -3.98 -3.15 -0.85  -1.0417
31 C -2.35 5.31 -2.37  -1.1134
32 Cl -3.44 4.71 1.28  0.4890
33 Cl 4.90 -1.39 -3.17  0.5177
34 H 5.63 -2.30 -0.24  -0.0325
35 H -1.10 -3.77 2.69  -0.0292
36 C -1.22 -7.09 -0.23  -1.0271
37 Cl -7.45 8.12 -2.58  0.4836
38 Cl -2.92 1.58 -0.89  0.5151
39 H 4.58 5.96 -0.25  0.0141
40 H 3.97 0.25 3.06  0.0026
41 Cl -3.46 -2.74 -2.52  0.4808
42 H -2.12 -4.60 3.97  -0.0088
43 Cl 7.92 -2.85 -0.57  0.5293
44 H 3.53 -3.12 -4.01  0.0358
45 Cl 0.59 1.93 -2.33  0.5376
46 Cl -3.19 -4.82 1.94  0.4826
47 H -2.05 -7.12 0.41  -0.0448
48 H 2.19 3.27 -3.45  0.0217
49 C 6.57 -2.21 0.32  -1.0488
50 Cl 3.34 -6.26 -0.87  0.5172
51 H 6.74 -1.23 0.74  -0.0311
52 Cl -0.32 -1.43 4.58  0.4173
53 H -0.92 -0.78 -0.43  0.0192
54 Cl -0.81 -6.20 2.95  0.5578
55 H -4.04 0.22 -2.44  -0.0206
56 C -1.66 4.38 1.22  -1.0119
57 Cl -1.98 -6.80 -1.85  0.4686
58 H -1.29 5.34 0.93  0.0000
59 H -3.02 5.35 -3.24  0.0194
60 H -1.47 3.67 0.43  -0.0281
61 H 0.33 -0.61 6.75  0.0210
62 Cl 6.20 -3.26 1.75  0.4687
63 H 1.79 -0.87 5.83  0.0172
64 C 0.79 -0.51 5.78  -0.9179
65 Cl 3.79 -0.28 0.75  0.5553
66 C 4.23 0.69 2.15  -0.9181
67 H 2.81 -1.53 -4.22  -0.0024
68 Cl 0.86 1.19 5.34  0.5016
69 Cl -2.21 6.93 -1.77  0.5365
70 H 0.72 -0.35 -0.33  -0.0505
71 H 3.85 1.66 2.00  -0.0309
72 Cl 2.58 6.14 -1.46  0.4580
73 H -5.44 7.27 -1.76  0.0074
74 Cl -0.82 4.76 -2.96  0.5203
75 C -4.23 1.21 -2.06  -0.9535
76 Cl -0.83 3.80 2.66  0.5247
77 H 5.12 -5.32 0.14  -0.0178
78 H 3.24 5.83 0.82  0.0209
79 Cl 0.32 -2.18 1.07  0.5200
80 H -3.20 0.67 1.91  -0.0656

frontier orbital gap: 10.8052 eV
molecular weight: 1358.9 g mol⁻¹

---

[3]
Below is C37H31CoN2P2S2 as an isolated structure, with properties calculated with ωB97M-V/def2-TZVPD.

Last column: Löwdin charge in e.
Element x y z (Å)
1 C -2.93 -1.37 2.25  -0.1816
2 C -1.30 3.29 -0.29  -0.3430
3 C 2.08 -1.61 3.26  -0.1003
4 H -0.37 0.70 3.37  0.0811
5 C -2.72 4.59 1.16  -0.0938
6 H -2.71 -4.31 -0.97  0.1317
7 C 5.12 1.42 0.42  -0.0963
8 C 4.18 2.68 2.24  -0.0965
9 C 0.29 -0.50 5.05  -0.0913
10 H 0.03 -3.51 -2.30  0.1053
11 C -1.51 4.22 -1.31  -0.0989
12 N -1.54 -2.62 -1.27  -0.0482
13 H 3.85 -0.11 -0.41  0.0711
14 H 3.61 4.86 -0.50  0.1001
15 C 2.89 0.93 1.19  -0.3207
16 H -4.35 -2.46 3.54  0.0710
17 C -3.76 -4.43 -4.64  -0.0896
18 C 1.86 2.01 -2.43  -0.1034
19 H 1.37 1.21 -2.95  0.0655
20 H 1.13 -1.84 6.50  0.0925
21 C -0.04 0.97 0.82  -0.5801
22 H 5.93 1.23 -0.27  0.0984
23 H -1.89 -7.24 -4.37  0.0953
24 C 1.26 2.56 -1.30  -0.3347
25 C -1.90 3.48 0.94  -0.0824
26 H -2.70 -0.46 2.77  0.0881
27 C -1.78 -4.01 -3.33  -0.2342
28 H -3.19 4.73 2.12  0.0955
29 C -2.84 -2.85 0.66  -0.3394
30 H -0.49 -5.69 -3.05  0.1098
31 N -2.36 -1.63 1.06  -0.0284
32 H -1.72 2.75 1.72  0.0851
33 C 1.22 -0.61 2.83  -0.3360
34 C -2.36 -3.34 -0.61  -0.0825
35 H 2.77 -2.06 2.54  0.0874
36 C 3.01 1.94 2.14  -0.0935
37 H 3.55 2.07 -3.75  0.0969
38 C 3.95 0.67 0.33  -0.1003
39 H -4.00 -6.43 -5.39  0.0932
40 C -2.31 5.33 -1.09  -0.0951
41 C -0.94 -3.06 -2.51  -0.1951
42 C -3.38 -5.76 -4.82  -0.1085
43 H -0.73 -2.16 -3.10  0.0971
44 H -0.43 -0.08 5.74  0.0961
45 Co -0.93 -0.82 -0.18  0.2643
46 H -1.04 4.07 -2.28  0.1057
47 S 1.47 -1.61 -0.11  0.2797
48 C -3.72 -3.37 1.60  -0.0807
49 H 2.74 -2.83 4.89  0.0948
50 H -3.27 -2.54 -3.76  0.1215
51 C 3.12 4.07 -1.05  -0.0947
52 H -4.68 -4.07 -5.09  0.0976
53 C 3.09 2.50 -2.87  -0.0916
54 H 6.15 3.00 1.44  0.0936
55 C -3.78 -2.41 2.63  -0.1248
56 H -4.24 -4.32 1.55  0.0840
57 C -1.41 -5.34 -3.51  -0.0488
58 C -2.97 -3.57 -3.91  -0.0378
59 S -1.19 0.75 -2.07  0.2812
60 C -2.92 5.51 0.14  -0.1071
61 H 4.26 3.46 2.98  0.0962
62 C 1.90 3.59 -0.61  -0.0912
63 C 5.23 2.42 1.37  -0.1087
64 C 2.06 -2.05 4.57  -0.0937
65 H 1.44 4.00 0.28  0.1132
66 H -3.55 6.37 0.31  0.0923
67 C -2.20 -6.21 -4.25  -0.0968
68 H 4.68 3.90 -2.52  0.0953
69 C 0.31 -0.06 3.73  -0.0982
70 C 1.16 -1.49 5.47  -0.1041
71 P 1.29 0.01 1.11  0.3789
72 P -0.26 1.82 -0.60  0.3948
73 H 2.18 2.15 2.80  0.1073
74 H -2.47 6.04 -1.89  0.0951
75 C 3.72 3.53 -2.18  -0.1049

total charge: -1
frontier orbital gap (alpha / beta): 6.7232 / 7.3183 eV
molecular weight: 688.7 g mol⁻¹
spin multiplicity: 4